(1)
C28H41CrN2O5Sb | wB97M-V/def2-TZVPD

The geometry in XYZ format:
```
78
Properties=species:S:1:pos:R:3:forces:R:3
Cr 0.2778 0.0736 1.2368 -1.886 3.520 -1.466
O 2.3554 -4.3495 4.6316 -0.202 0.200 -0.286
C 1.9766 -3.3744 3.7619 0.191 0.129 -0.008
C 2.6832 -2.1737 3.6542 0.134 -0.142 0.075
C 2.2304 -1.2209 2.7735 -0.664 -0.238 -0.327
N 1.1450 -1.4236 2.0095 1.246 -2.861 2.278
C 0.4612 -2.5802 2.1140 0.807 0.498 0.192
C 0.8479 -3.5829 2.9741 -0.162 -0.154 -0.027
C -0.7282 -2.5405 1.2094 -0.925 0.298 -0.947
O -1.3933 -3.5203 0.9301 0.232 -0.011 0.426
O -0.9017 -1.3419 0.7235 -0.459 -1.161 0.096
C 2.7253 0.1925 2.5939 0.190 0.908 -0.228
O 3.7468 0.5943 3.1242 -0.104 -0.350 0.043
O 1.9185 0.8728 1.8421 1.095 -0.109 0.405
H 3.1461 -4.0595 5.0976 0.039 0.002 0.039
H 3.5538 -1.9707 4.2659 0.014 0.078 -0.024
H 0.2651 -4.4892 3.0544 0.007 -0.022 -0.057
C 0.8378 -2.6053 -4.9228 0.132 0.032 0.093
C 1.5153 -2.9656 -3.6094 -0.154 -0.014 0.352
C 1.4210 -4.4696 -3.3579 0.067 0.122 0.005
Sb 0.6995 -1.9582 -1.7716 0.335 0.462 -1.103
C 2.0617 -0.2202 -1.8544 -0.117 -0.298 0.084
C 3.3529 -0.5657 -1.1206 -0.091 0.027 -0.039
C 2.3396 0.2877 -3.2608 -0.126 -0.023 0.132
C -1.0026 -0.9420 -2.7643 0.219 -0.262 0.186
C -1.2163 0.4705 -2.2413 0.050 -0.057 -0.029
C -2.2442 -1.8071 -2.5661 0.115 0.021 -0.035
H 1.2740 -3.1821 -5.7472 -0.020 -0.008 -0.031
H 0.9560 -1.5469 -5.1575 -0.082 0.005 -0.051
H -0.2289 -2.8378 -4.8865 -0.030 0.041 -0.057
H 2.5745 -2.6957 -3.6730 -0.017 0.079 0.094
H 0.3757 -4.7720 -3.2545 0.006 -0.092 0.008
H 1.9382 -4.7467 -2.4374 -0.033 -0.076 0.000
H 1.8615 -5.0401 -4.1837 -0.028 -0.038 -0.014
H 1.5280 0.5426 -1.2792 0.028 -0.049 -0.084
H 3.8861 -1.3780 -1.6245 0.037 -0.017 0.012
H 3.1502 -0.8757 -0.0937 0.053 -0.022 0.001
H 4.0215 0.2998 -1.0772 0.025 -0.001 0.005
H 2.8575 -0.4706 -3.8519 0.013 0.032 -0.077
H 2.9756 1.1790 -3.2250 0.012 0.015 -0.031
H 1.4133 0.5539 -3.7733 0.040 0.013 -0.087
H -0.7575 -0.8978 -3.8282 0.015 -0.022 0.050
H -1.2589 0.4943 -1.1546 -0.045 0.084 0.064
H -2.1606 0.8755 -2.6217 -0.020 0.005 -0.034
H -0.4168 1.1416 -2.5583 0.010 0.040 0.067
H -2.4472 -1.9515 -1.5040 -0.036 -0.029 0.029
H -2.1124 -2.7916 -3.0227 -0.079 -0.050 0.027
H -3.1203 -1.3320 -3.0203 -0.028 -0.018 -0.020
C 0.9395 3.3709 -0.5298 -0.054 0.090 0.063
C 0.3226 4.1801 0.6140 0.166 -0.188 0.003
C 1.2104 4.0904 1.8626 -0.086 0.035 -0.065
C -1.1078 3.8243 0.9778 0.025 -0.324 -0.093
C -1.9997 4.8785 1.0829 -0.120 0.131 0.012
C -3.2971 4.7067 1.5306 0.014 -0.015 0.045
C -3.6965 3.4374 1.9102 -0.020 0.228 -0.048
C -2.8645 2.3320 1.8081 0.364 -0.050 0.032
C -3.4711 1.0189 2.2742 0.197 -0.225 -0.148
C -3.7700 0.0929 1.0907 -0.032 0.118 0.093
C -2.6548 0.3074 3.3579 -0.055 0.057 -0.081
C -1.5318 2.4906 1.2871 -0.917 1.113 0.169
N -0.6967 1.4518 1.0736 0.504 -1.285 0.491
H 1.8770 3.8355 -0.8456 0.018 0.023 -0.003
H 0.2663 3.3323 -1.3880 -0.003 -0.067 -0.035
H 1.1491 2.3594 -0.1942 0.028 0.012 -0.124
H 0.3061 5.2275 0.2924 -0.060 -0.011 0.027
H 1.1958 3.0773 2.2620 0.047 0.008 -0.012
H 0.8593 4.7802 2.6326 0.005 0.012 0.028
H 2.2442 4.3389 1.6118 0.030 -0.002 0.034
H -1.6620 5.8720 0.8058 0.048 0.001 0.030
H -3.9730 5.5488 1.6116 -0.012 0.004 -0.016
H -4.6970 3.3009 2.3076 0.000 -0.061 -0.021
H -4.4342 1.2741 2.7301 0.033 0.069 -0.041
H -2.8486 -0.2381 0.6265 0.102 -0.095 -0.092
H -4.3675 0.6164 0.3411 -0.040 -0.013 0.005
H -4.3222 -0.7880 1.4278 0.013 -0.037 -0.032
H -1.6502 0.0857 3.0034 0.022 -0.014 0.018
H -3.1392 -0.6329 3.6315 -0.028 -0.019 0.037
H -2.5709 0.9297 4.2508 0.003 0.017 0.025
```
Forces are in eV/Å.

energy relative to the best compared isomer or geometry (same formula, charge and spin) = 14.95 kcal/mol
total energy = -77880.31471 eV
Kohn-Sham gap (spin up / spin down) = 6.476 / 5.818 eV
2S+1 = 2
HOMO energy (spin up / spin down) = -0.1613 / -0.1352 Ha
net charge = -1

---

(2)
C28H41F3NO2PS | wB97M-V/def2-TZVPD

The geometry in XYZ format:
```
77
Properties=species:S:1:pos:R:3:forces:R:3
O 0.2596 -0.0414 1.2958 0.945 -0.670 -0.274
P 0.9657 1.4258 1.2007 -1.182 2.403 0.990
O 2.4650 1.2165 1.8217 -0.162 -0.897 -0.770
N 1.2593 1.8059 -0.4952 -0.838 -1.295 0.518
C 1.1509 0.6738 -1.3755 0.628 0.145 -0.214
C 2.3167 0.0664 -1.8056 0.352 -0.277 -0.241
C 2.2825 -1.0615 -2.6150 -0.211 0.286 0.247
C 1.0528 -1.5774 -2.9996 0.444 -0.222 -0.150
C -0.1179 -0.9554 -2.6099 -0.221 -0.101 0.016
C -0.0736 0.1691 -1.7987 0.078 0.313 0.067
S -1.5580 0.9739 -1.2894 -0.168 -0.071 0.072
C -0.9876 2.6479 -1.1837 -0.020 -0.319 -0.154
C -1.8528 3.7146 -1.4564 0.214 0.114 -0.014
C -3.3200 3.5889 -1.8221 0.419 0.052 -0.086
C -3.6452 2.7879 -3.1023 0.309 -0.370 0.285
C -4.3427 1.4758 -2.8491 0.694 -0.827 -0.317
F -4.5998 1.1300 -1.5501 -1.519 1.123 -0.216
C -4.8577 0.6462 -3.7910 0.088 0.244 0.546
F -6.1598 0.3901 -3.9151 0.447 -1.291 0.679
F -4.1350 -0.0355 -4.6738 -0.473 1.167 -0.911
C -1.3197 4.9988 -1.3790 -0.132 0.090 -0.050
C 0.0027 5.2322 -1.0445 0.221 -0.107 0.140
C 0.8323 4.1623 -0.7571 -0.059 0.021 -0.082
C 0.3404 2.8687 -0.8244 0.338 0.471 -0.137
H -0.6869 0.0824 1.4359 -0.005 0.060 -0.072
H 2.3487 0.8115 2.6920 0.205 0.014 0.021
H 3.2785 0.4569 -1.4996 -0.118 0.200 0.044
H 3.2190 -1.5058 -2.9239 -0.084 -0.125 -0.069
H 1.0283 -2.4654 -3.6180 -0.148 0.019 -0.017
H -1.0698 -1.3649 -2.9238 -0.056 0.109 -0.011
H -3.6575 4.6093 -2.0007 -0.083 -0.026 0.049
H -3.8963 3.2338 -0.9675 0.007 -0.157 -0.057
H -2.7570 2.6796 -3.7317 0.021 -0.111 0.063
H -4.3599 3.3766 -3.6802 0.099 0.061 -0.033
H -1.9751 5.8308 -1.6077 0.054 0.056 0.035
H 0.4095 6.2336 -0.9991 -0.148 0.058 -0.025
H 1.8676 4.3007 -0.4760 0.003 0.030 -0.028
C -4.2156 -0.8220 0.8743 0.130 -0.072 0.144
C -3.9353 -1.7719 2.0360 -0.084 -0.011 -0.126
C -5.1783 -2.1167 2.8542 0.034 -0.018 0.077
C -5.8447 -0.9249 3.5433 -0.025 0.038 -0.047
C -4.9400 -0.1397 4.4916 -0.057 -0.052 0.086
C -4.4275 -0.9665 5.6671 0.063 0.089 -0.044
H -4.5838 0.1445 1.2226 -0.022 0.007 -0.038
H -3.3059 -0.6375 0.3028 -0.050 0.020 -0.049
H -4.9580 -1.2456 0.1953 -0.027 0.039 0.001
H -3.1640 -1.3436 2.6838 -0.011 -0.022 0.031
H -3.5168 -2.7000 1.6377 0.037 0.001 0.029
H -4.9124 -2.8695 3.6016 -0.016 0.007 0.012
H -5.9136 -2.5931 2.1982 0.014 0.001 -0.019
H -6.7127 -1.2885 4.1024 0.007 0.004 0.017
H -6.2429 -0.2413 2.7883 0.008 -0.016 -0.017
H -5.5048 0.7115 4.8808 0.019 0.026 -0.025
H -4.0930 0.2826 3.9436 -0.014 0.005 -0.021
H -5.2581 -1.3692 6.2505 0.004 -0.036 -0.012
H -3.8179 -0.3540 6.3329 -0.004 -0.021 0.025
H -3.8095 -1.8020 5.3348 -0.016 -0.018 0.009
C 4.1100 -1.4773 0.7871 0.171 -0.126 0.149
C 5.5969 -1.1520 0.8871 -0.092 0.044 -0.022
C 6.2402 -0.8617 -0.4680 0.063 -0.018 0.030
C 6.2080 -2.0273 -1.4580 -0.056 0.007 -0.037
C 6.8700 -3.3121 -0.9641 0.081 0.014 -0.067
C 8.3601 -3.1553 -0.6759 -0.064 -0.073 0.054
H 3.9329 -2.3834 0.2046 -0.029 0.016 -0.021
H 3.6855 -1.6375 1.7795 -0.048 -0.013 -0.018
H 3.5693 -0.6555 0.3254 -0.030 -0.060 0.040
H 6.1209 -1.9695 1.3906 0.042 0.011 -0.025
H 5.7230 -0.2720 1.5236 0.015 -0.008 0.011
H 7.2748 -0.5453 -0.3092 0.004 -0.002 -0.029
H 5.7325 -0.0054 -0.9245 0.000 0.011 0.018
H 6.6989 -1.7098 -2.3840 0.014 -0.011 0.001
H 5.1713 -2.2471 -1.7307 0.001 0.006 0.033
H 6.7395 -4.0832 -1.7280 -0.028 -0.016 0.019
H 6.3601 -3.6805 -0.0700 -0.023 0.014 -0.006
H 8.8957 -2.8216 -1.5671 0.005 0.035 0.012
H 8.7942 -4.1055 -0.3618 0.030 0.010 -0.007
H 8.5437 -2.4332 0.1210 0.012 0.016 -0.014
```
Forces are in eV/Å.

SMILES = OP(O)N1c2ccccc2Sc2c(CCC(F)=C(F)F)cccc21.CCCCCC.CCCCCC
total energy = -63561.79606 eV
Kohn-Sham gap = 8.126 eV
HOMO energy = -0.2927 Ha

---

Question: Which of these has the lowest total energy?
Answer: C28H41CrN2O5Sb

---

Question: Among the records above, which one has the highest total energy?
Answer: C28H41F3NO2PS